(1)
{
  "formula": "C6H11NO",
  "method": "wB97M-V/def2-TZVPD",
  "symbols": ["C", "C", "C", "N", "C", "C", "C", "H", "H", "H", "H", "H", "H", "H", "H", "H", "O", "H", "H"],
  "xyz": [[2.18, -0.05, 1.29], [0.77, 0.17, 0.83], [0.05, 1.32, 0.95], [-1.21, 1.09, 0.46], [-1.30, -0.19, -0.02], [-2.55, -0.68, -0.66], [-0.10, -0.80, 0.24], [2.73, -0.67, 0.58], [2.69, 0.92, 1.34], [2.26, -0.51, 2.27], [0.32, 2.28, 1.35], [-1.94, 1.75, 0.27], [-3.28, 0.14, -0.76], [-2.35, -1.03, -1.67], [-3.04, -1.50, -0.14], [0.10, -1.84, 0.04], [1.49, -0.10, -2.52], [0.86, -0.09, -1.78], [2.33, -0.19, -2.07]],
  "lowdin_charge": [-0.0563, -0.3108, -0.0865, 0.0575, -0.3308, -0.0284, -0.0456, 0.0704, 0.0743, 0.0753, 0.1167, 0.1488, 0.0748, 0.0804, 0.0785, 0.1178, -0.0607, -0.0037, 0.0284],
  "charge": 0,
  "smiles": "Cc1c[nH]c(C)c1.O",
  "energy_ha": -365.21783,
  "orbital_gap_ha": 0.3341
}

(2)
{
  "formula": "C6H11NO",
  "method": "wB97M-V/def2-TZVPD",
  "symbols": ["C", "C", "C", "C", "N", "C", "C", "O", "H", "H", "H", "H", "H", "H", "H", "H", "H", "H", "H"],
  "xyz": [[0.84, -1.20, 0.97], [-0.97, 2.09, -0.61], [-0.65, 0.62, -0.74], [0.65, 0.15, -0.78], [-0.07, -0.90, 2.03], [-1.60, -0.38, -0.56], [1.81, 0.15, -1.38], [-1.23, -1.61, -0.50], [-0.04, -1.44, -0.03], [0.35, -0.61, 2.90], [-0.79, -1.59, 2.17], [-2.65, -0.14, -0.36], [1.19, -2.24, 0.89], [1.72, -0.57, 1.05], [-0.60, 2.66, -1.47], [-0.53, 2.52, 0.29], [-2.05, 2.23, -0.55], [2.69, -0.32, -0.97], [1.91, 0.62, -2.35]],
  "lowdin_charge": [-0.2220, -0.0500, -0.2888, -0.1059, -0.0081, -0.2075, 0.0394, -0.0612, 0.0834, 0.0722, 0.0775, 0.1276, 0.1032, 0.0790, 0.0748, 0.0798, 0.0743, 0.0606, 0.0718],
  "charge": 0,
  "energy_ha": -365.05746,
  "orbital_gap_ha": 0.3213
}

(3)
{
  "formula": "C6H11NO",
  "method": "wB97M-V/def2-TZVPD",
  "symbols": ["C", "C", "O", "C", "C", "C", "C", "N", "H", "H", "H", "H", "H", "H", "H", "H", "H", "H", "H"],
  "xyz": [[-1.43, -1.79, -0.14], [-0.94, -0.54, -0.82], [-1.16, -0.29, -2.02], [-0.39, 0.59, -0.06], [-1.31, 1.45, 0.75], [0.96, 0.37, 0.03], [1.86, -0.23, -1.02], [1.65, 0.93, 1.11], [-2.52, -1.78, -0.09], [-1.11, -2.65, -0.73], [-1.02, -1.87, 0.87], [-1.60, 2.32, 0.16], [-0.87, 1.81, 1.68], [-2.22, 0.91, 1.04], [1.35, -0.47, -1.95], [2.31, -1.15, -0.63], [2.67, 0.46, -1.28], [1.12, 1.13, 1.95], [2.66, 0.80, 1.15]],
  "lowdin_charge": [-0.0037, -0.4370, 0.0478, -0.2290, -0.0309, -0.3345, -0.0269, 0.0880, 0.0903, 0.0897, 0.0840, 0.0910, 0.0650, 0.0846, 0.0774, 0.0835, 0.0872, 0.0826, 0.0908],
  "charge": 0,
  "smiles": "CC(=O)/C(C)=C(\\C)N",
  "energy_ha": -365.16878,
  "orbital_gap_ha": 0.3094
}

(4)
{
  "formula": "C6H11NO",
  "method": "wB97M-V/def2-TZVPD",
  "symbols": ["C", "C", "C", "C", "C", "C", "O", "N", "H", "H", "H", "H", "H", "H", "H", "H", "H", "H", "H"],
  "xyz": [[0.90, 0.34, 0.15], [2.03, 1.27, -0.16], [-1.51, -1.82, 0.35], [-0.71, 1.09, -0.37], [0.29, -0.48, -0.89], [-0.73, -1.42, -0.85], [0.77, -0.09, 1.45], [-1.51, 1.37, 0.55], [1.08, 0.62, 2.04], [-1.38, 0.83, 1.41], [-0.72, 1.68, -1.29], [0.74, -0.31, -1.87], [-1.01, -1.85, -1.80], [2.98, 0.80, 0.10], [1.92, 2.20, 0.41], [2.06, 1.54, -1.22], [-2.03, -2.76, 0.16], [-2.28, -1.07, 0.58], [-0.88, -1.94, 1.23]],
  "lowdin_charge": [-0.4560, -0.0241, -0.1104, -0.1731, -0.1585, -0.1473, 0.0226, 0.0788, 0.1179, 0.0425, 0.1138, 0.1235, 0.0923, 0.0897, 0.0923, 0.0871, 0.0700, 0.0685, 0.0704],
  "charge": 0,
  "energy_ha": -365.09106,
  "orbital_gap_ha": 0.2906
}

(5)
{
  "formula": "C6H11NO",
  "method": "wB97M-V/def2-TZVPD",
  "symbols": ["C", "N", "C", "C", "H", "H", "H", "H", "H", "C", "C", "C", "O", "H", "H", "H", "H", "H", "H"],
  "xyz": [[-1.00, -2.15, -0.92], [-1.58, -0.94, -0.30], [0.83, -1.98, -0.30], [1.86, -2.38, -0.79], [-2.06, -0.33, -0.96], [-1.76, -1.10, 0.69], [-1.42, -3.05, -0.47], [-1.36, -2.24, -1.95], [2.67, -2.56, -1.45], [-0.52, 1.83, 1.56], [1.10, 1.77, -0.43], [0.39, 1.02, 0.67], [1.13, 0.11, 1.26], [2.17, 1.83, -0.23], [-0.04, 2.21, 2.46], [-1.29, 1.15, 1.91], [-0.86, 2.75, 1.08], [0.87, 2.83, -0.48], [0.88, 1.25, -1.36]],
  "lowdin_charge": [-0.1084, -0.0493, -0.0838, 0.0127, 0.0794, 0.0822, 0.0705, 0.0848, 0.0070, -0.0449, -0.0392, -0.4197, -0.0568, 0.0865, 0.0875, 0.0719, 0.0710, 0.0698, 0.0787],
  "charge": 0,
  "energy_ha": -364.96984,
  "orbital_gap_ha": 0.3475
}

(6)
{
  "formula": "C6H11NO",
  "method": "wB97M-V/def2-TZVPD",
  "symbols": ["C", "C", "C", "C", "C", "N", "C", "O", "H", "H", "H", "H", "H", "H", "H", "H", "H", "H", "H"],
  "xyz": [[-0.07, -0.54, -0.77], [-0.93, -1.67, -0.26], [-0.88, 0.61, -1.35], [1.41, -0.46, 0.41], [0.56, 0.52, 1.00], [-0.38, 0.89, 1.85], [1.74, 1.08, 0.30], [2.00, -1.53, 0.58], [0.62, -0.90, -1.54], [-0.86, 0.20, 2.41], [-0.58, 1.88, 1.98], [-1.52, -2.10, -1.07], [-1.60, 1.01, -0.63], [-1.64, -1.31, 0.49], [-0.31, -2.46, 0.17], [-1.45, 0.26, -2.21], [-0.25, 1.43, -1.70], [2.51, 1.44, 0.97], [1.65, 1.64, -0.63]],
  "lowdin_charge": [-0.2662, -0.0794, -0.0951, -0.5120, -0.2664, 0.1935, 0.0239, -0.0256, 0.1379, 0.1210, 0.1227, 0.0834, 0.0711, 0.0731, 0.0788, 0.0822, 0.0675, 0.1071, 0.0823],
  "charge": 0,
  "energy_ha": -365.07207,
  "orbital_gap_ha": 0.3088
}

The records above give, respectively, ΔE to the lowest compared entry with this formula, charge and spin values of 8.56; 109.19; 39.34; 88.11; 164.17; 100.02 kcal per mole.
The records above give, respectively, highest occupied orbital energy values of -8.189; -7.926; -7.571; -7.213; -8.896; -7.802 eV.